Entry 1:
19
Properties=species:S:1:pos:R:3:forces:R:3 method="wB97M-V/def2-TZVPD" energy_ev=-10482.8450 smiles=OCCCCO.O multiplicity=1 e_lumo_ev=0.68 relative_energy_kcal_mol=52.9 homo_lumo_gap_ev=10.908
C 0.554404 0.992186 1.209677 2.313 -1.521 2.461
C 0.783911 -0.628243 1.136695 -0.165 0.363 -1.289
C 1.174135 -1.115236 -0.327673 2.501 2.149 0.153
O 0.123693 -1.727832 -1.010071 -0.687 -0.942 0.773
C -0.899406 1.346483 0.873970 1.538 -1.293 2.287
O -0.966273 2.084786 -0.247524 -0.378 -0.169 -3.891
H 1.306911 1.699630 0.754695 -0.829 -1.308 -0.849
H 0.987716 1.198866 2.246853 -1.699 -0.050 -0.496
H -0.188160 -1.140169 1.402897 0.687 0.731 -0.276
H 1.464938 -1.057204 1.892349 0.121 0.685 -0.397
H 2.173710 -1.737593 -0.359951 -1.935 0.898 0.189
H 1.392038 -0.142007 -0.912687 -0.067 -1.585 0.755
H -0.306174 -2.244096 -0.304025 -0.124 -0.059 -0.831
H -1.361099 1.860514 1.679252 -0.237 1.219 0.707
H -1.434585 0.405734 0.958493 -0.491 -0.395 -1.031
H -0.746399 1.517321 -1.061119 -0.575 1.191 1.657
H -1.891780 -0.524899 -2.182742 -3.427 -2.712 5.409
H -0.680552 -0.612691 -2.884606 2.423 -1.283 -0.179
O -1.487031 -0.175551 -2.864484 1.030 4.082 -5.152

Entry 2:
21
Properties=species:S:1:pos:R:3:forces:R:3 method="wB97M-V/def2-TZVPD" energy_ev=-29064.7840 multiplicity=1 e_lumo_ev=0.54 relative_energy_kcal_mol=1.7 homo_lumo_gap_ev=10.837
C -1.701709 -1.225356 -2.298893 0.981 4.366 -0.186
C -0.624498 -0.846633 1.531206 -0.881 -0.373 -2.072
C 0.047019 1.929085 1.476778 -2.758 0.190 -0.872
C 2.160229 0.399217 0.572596 -2.352 -3.896 0.875
O -0.218973 0.929435 -0.835516 -0.388 -2.663 -0.559
O 0.759990 -0.203102 -3.046348 0.632 0.205 -1.106
O 0.627468 -1.459122 -0.743844 -0.674 0.446 -0.740
P 0.022844 -0.682781 -1.900489 -0.673 0.441 1.352
P 0.294373 0.405354 0.557168 0.864 0.472 0.333
H -2.327344 -0.551887 -1.643421 0.224 -0.594 -1.177
H -1.874258 -1.182845 -3.387845 -0.084 0.418 0.686
H -1.822586 -2.160831 -1.969231 -0.398 -3.709 1.297
H -1.655955 -0.987162 0.997761 2.162 -0.561 0.345
H -1.019850 -0.356701 2.379813 0.366 0.398 1.575
H 0.040534 -1.745108 1.690475 -1.337 0.892 -0.191
H 0.503699 1.913169 2.403842 0.962 -0.201 2.069
H -1.062730 2.196511 1.643234 1.716 -0.356 -0.533
H 0.552870 2.657717 0.879118 0.005 0.811 -0.344
H 2.328732 0.604111 -0.431659 0.992 1.168 -1.576
H 2.568566 -0.629602 0.743339 -0.502 0.828 -0.102
H 2.401580 0.996533 1.381917 1.145 1.717 0.926

Entry 3:
20
Properties=species:S:1:pos:R:3:forces:R:3 method="wB97M-V/def2-TZVPD" energy_ev=-21319.6532 smiles="O=CCCCS.O.O" multiplicity=1 e_lumo_ev=0.49 relative_energy_kcal_mol=2.2 homo_lumo_gap_ev=9.421
O 2.966769 -0.168626 -0.387016 -0.004 -0.047 -0.105
C 2.078734 -0.624388 -1.062619 0.314 0.083 0.105
C 0.633565 -0.664467 -0.655954 0.094 0.381 0.107
C 0.070399 0.689157 -0.170966 -0.036 -0.447 0.075
C 0.731754 1.219650 1.090649 0.279 -0.129 0.096
S 0.204195 2.885111 1.535427 -0.145 0.252 0.140
H 2.320961 -1.075156 -2.041241 0.022 -0.029 -0.144
H 0.584266 -1.375796 0.180944 -0.203 -0.094 -0.284
H 0.067848 -1.015127 -1.524760 -0.134 -0.167 0.347
H 0.096317 1.425831 -0.970085 0.101 0.086 -0.096
H -0.974146 0.512853 0.074756 -0.241 0.144 -0.184
H 1.817985 1.158854 1.044117 -0.147 0.101 -0.010
H 0.415234 0.612286 1.941428 0.084 -0.048 0.013
H 0.922036 3.570883 0.635229 -0.002 -0.099 -0.053
H -0.609206 -7.210970 -0.314949 0.033 0.028 -0.011
H 0.468705 -6.203767 0.096251 -0.016 -0.029 -0.035
O -0.111262 -6.888442 0.441981 -0.015 0.000 0.045
H -3.811988 3.661354 0.338690 0.173 0.343 -0.095
H -4.341688 4.955051 -0.280344 0.091 -0.029 0.034
O -3.530487 4.535713 0.028463 -0.249 -0.298 0.055

Entry 4:
20
Properties=species:S:1:pos:R:3:forces:R:3 method="wB97M-V/def2-TZVPD" energy_ev=-12530.9336 smiles="CCCC(=O)O.O.O" multiplicity=1 e_lumo_ev=0.33 relative_energy_kcal_mol=49.8 homo_lumo_gap_ev=10.794
O 1.270962 -0.699958 -3.017215 -0.978 0.356 1.435
C 0.560468 -0.735325 -2.034453 1.112 -1.805 -1.978
O -0.773455 -1.211959 -2.267466 -0.084 3.095 3.967
C 1.186294 -0.550342 -0.610118 0.306 -1.795 -0.731
C 0.972331 0.819035 -0.125907 0.962 3.205 0.346
C 1.271589 1.262094 1.341280 0.600 -0.629 0.027
H -1.329768 -0.750159 -1.482941 1.727 -1.915 -2.280
H 2.272696 -0.862777 -0.662458 -1.168 0.632 -0.339
H 0.776116 -1.256302 0.080204 -0.775 -0.711 0.317
H 1.816993 1.414565 -0.623597 -1.946 -0.206 -0.218
H -0.069190 1.150520 -0.382334 1.016 0.032 -0.047
H 2.397966 1.254699 1.427875 -1.162 -0.124 0.410
H 0.783504 0.648468 2.147174 0.491 0.631 -0.838
H 0.962617 2.325948 1.427685 0.118 -0.729 0.082
H -1.224412 -1.220390 3.264050 -0.038 -0.278 0.530
H -0.302339 -1.624369 2.067436 -1.236 0.909 0.704
O -1.021652 -1.000003 2.361336 1.233 -0.708 -1.214
H -3.044005 1.009786 -0.582086 4.178 6.570 1.113
H -3.043301 -0.256453 -1.572048 -1.598 2.513 2.848
O -3.463413 0.282923 -0.756417 -2.759 -9.044 -4.135

Entry 5:
20
Properties=species:S:1:pos:R:3:forces:R:3 method="wB97M-V/def2-TZVPD" energy_ev=-12530.8096 smiles="C[C@@H](O)CC=O.O.O" multiplicity=1 e_lumo_ev=0.19 relative_energy_kcal_mol=52.6 homo_lumo_gap_ev=10.510
O -2.605573 -0.470752 -0.506879 -0.161 -0.576 0.108
C -1.444527 -0.789308 -0.463171 -0.016 -0.620 -0.862
C -0.414921 0.289451 -0.378352 0.403 2.483 1.896
C 0.229846 0.970187 -1.656153 0.319 0.574 1.789
C -0.761851 1.884855 -2.339291 0.155 -0.106 -2.024
O 1.275898 1.866145 -1.185957 -0.339 -0.499 0.784
H -1.140478 -1.893490 -0.533838 -0.173 1.144 0.154
H 0.392631 0.057771 0.365723 -0.399 -0.438 -0.807
H -0.987399 1.144575 0.193397 1.003 -1.345 -1.291
H 0.842830 0.269662 -2.245884 -1.250 -0.162 -0.397
H -0.897721 2.901939 -1.992924 1.134 0.193 0.550
H -1.779442 1.624394 -2.367651 -1.393 -1.502 0.439
H -0.552603 1.912961 -3.409937 0.389 0.402 -0.034
H 1.576774 1.453883 -0.362649 0.345 0.437 -0.278
H 3.929219 -1.666503 1.174287 -0.251 0.001 -0.092
H 3.590760 -0.563145 2.209389 -0.308 0.043 -0.041
O 4.276832 -1.153806 1.903714 0.561 -0.053 0.146
H -1.940046 -2.718186 3.053860 0.262 -0.430 0.167
H -1.780432 -1.249873 3.266478 1.489 -1.971 0.854
O -1.310304 -2.135361 3.498575 -1.771 2.426 -1.062

Entry 6:
19
Properties=species:S:1:pos:R:3:forces:R:3 method="wB97M-V/def2-TZVPD" energy_ev=-24962.7247 smiles="CCOC(C)=[PH2]P" multiplicity=1 e_lumo_ev=0.60 relative_energy_kcal_mol=119.9 homo_lumo_gap_ev=7.905
C -1.036714 -2.386608 -0.622539 1.270 1.484 0.059
C -1.347501 2.227998 0.092769 0.409 -3.132 2.545
C -0.541527 -1.334384 0.363461 0.652 -0.922 0.004
C -0.443319 1.001490 0.561517 -0.278 0.618 -0.966
O -0.983124 -0.082199 -0.086911 -0.782 0.740 0.007
P 1.323336 1.429073 -0.151121 1.148 -0.973 1.653
P 2.981352 -0.126365 -0.055577 -0.539 0.741 0.905
H -0.395171 -2.541377 -1.461705 1.159 -0.486 -0.225
H -1.313600 -3.271746 -0.150037 -0.379 -1.588 0.620
H -1.830057 -1.962434 -1.139967 -2.197 0.666 -0.473
H -2.111903 2.175074 0.888207 -0.160 0.470 -0.727
H -1.680966 1.915948 -0.853550 -0.933 0.277 -1.300
H -0.830042 3.133363 0.116365 0.662 1.537 -0.023
H 0.558903 -1.285749 0.385217 -0.639 -0.404 0.467
H -0.939047 -1.572962 1.361531 0.208 0.348 -0.107
H 2.105799 2.179470 -0.994777 0.442 1.003 -1.219
H 1.855227 1.992139 1.006609 -0.160 0.624 0.074
H 2.589318 -0.508315 1.283706 0.270 0.190 -0.490
H 2.039043 -0.982414 -0.543193 -0.155 -1.194 -0.803